Record 1
{
  "formula": "C24H53GeN3O11PTeTi",
  "method": "ωB97M-V/def2-TZVPD",
  "total_energy_ha": -5474.1261,
  "gap_ev": [6.36, 7.04],
  "max_force_ev_per_a": 0.55,
  "s_squared": 3.766,
  "multiplicity": 4,
  "molar_mass_da": 838.749,
  "elements": ["Ti", "C", "N", "C", "C", "O", "C", "O", "C", "C", "O", "N", "C", "C", "H", "H", "H", "H", "H", "H", "H", "H", "H", "H", "H", "H", "H", "H", "H", "H", "C", "C", "C", "C", "O", "Ge", "O", "C", "C", "C", "C", "O", "C", "C", "C", "C", "H", "H", "H", "H", "H", "H", "H", "H", "H", "H", "H", "H", "H", "H", "H", "H", "H", "H", "H", "H", "H", "H", "H", "H", "H", "H", "H", "O", "N", "O", "C", "C", "O", "P", "O", "Te", "O", "C", "C", "H", "H", "H", "H", "H", "H", "H", "H", "H", "H"],
  "xyz": [[-0.4831, 0.2499, -0.5333], [4.4896, -3.0265, 0.7902], [3.7913, -3.0020, -0.4799], [4.6129, -2.9138, -1.6734], [2.4437, -2.9272, -0.4990], [1.7592, -2.9278, 0.5179], [1.7957, -2.9062, -1.8828], [0.3969, -2.7585, -1.8468], [-0.3358, -3.6585, -1.0774], [-1.1301, -2.8855, -0.0403], [-1.0440, -1.6620, 0.0441], [-2.0001, -3.5644, 0.7207], [-2.9895, -2.8532, 1.5156], [-2.1534, -5.0065, 0.6572], [5.1873, -3.8667, 0.8205], [5.0404, -2.0927, 0.9290], [3.7614, -3.1249, 1.5885], [5.5606, -2.4497, -1.4033], [4.8203, -3.9000, -2.0996], [4.1541, -2.2817, -2.4306], [2.1577, -2.0459, -2.4460], [2.0796, -3.8171, -2.4283], [-1.0530, -4.1860, -1.7219], [0.2869, -4.4025, -0.5809], [-2.8648, -1.7839, 1.3732], [-3.9923, -3.1437, 1.1928], [-2.8753, -3.0987, 2.5726], [-2.9269, -5.2979, -0.0591], [-1.2200, -5.4925, 0.3911], [-2.4450, -5.3669, 1.6429], [-2.7226, -1.6193, -2.6445], [-2.9260, -0.1154, -2.7807], [-4.4095, 0.2232, -2.6948], [-2.3311, 0.3645, -4.0989], [-2.2235, 0.5241, -1.7070], [-2.6702, 2.0994, -0.7037], [-0.8173, 2.4658, -0.7664], [-0.2639, 3.5425, -1.5407], [-0.8219, 4.8541, -0.9945], [-0.6221, 3.3656, -3.0114], [1.2446, 3.5059, -1.3652], [-2.0981, 0.9489, 0.7418], [-2.1997, 1.3730, 2.1121], [-1.5307, 2.7319, 2.3000], [-1.5117, 0.3289, 2.9973], [-3.6847, 1.4518, 2.4585], [-3.2233, -2.1399, -3.4633], [-1.6570, -1.8535, -2.6839], [-3.1406, -1.9722, -1.6988], [-4.9598, -0.2975, -3.4800], [-4.8151, -0.0803, -1.7267], [-4.5767, 1.2946, -2.8190], [-2.7866, -0.1663, -4.9376], [-2.5067, 1.4327, -4.2331], [-1.2544, 0.1839, -4.1095], [-1.9082, 4.8986, -1.1064], [-0.5779, 4.9495, 0.0651], [-0.3926, 5.7031, -1.5294], [-1.7061, 3.4057, -3.1554], [-0.1756, 4.1611, -3.6112], [-0.2507, 2.4052, -3.3718], [1.4978, 3.5530, -0.3046], [1.6572, 2.5887, -1.7820], [1.7060, 4.3536, -1.8765], [-0.4958, 2.6886, 1.9586], [-2.0513, 3.5120, 1.7378], [-1.5476, 3.0100, 3.3566], [-0.4583, 0.5641, 3.1322], [-1.9904, 0.2824, 3.9775], [-1.5680, -0.6556, 2.5340], [-4.1996, 2.1580, 1.8039], [-4.1510, 0.4712, 2.3400], [-3.8212, 1.7800, 3.4903], [2.6021, 0.2149, -3.0607], [1.3180, 0.0874, -3.0596], [0.8214, 0.1739, -1.7758], [1.6188, -1.6081, 3.5486], [2.3729, -0.2978, 3.5464], [3.0513, -0.1052, 2.2830], [2.3366, 0.7727, 1.1561], [0.8859, 0.4030, 1.0310], [3.7400, 0.6114, -0.7757], [2.3004, 2.2529, 1.7710], [3.5109, 2.9883, 2.0121], [3.1227, 4.3568, 2.5184], [1.0747, -1.7147, 4.4897], [2.3044, -2.4489, 3.4444], [0.9164, -1.6419, 2.7172], [3.1575, -0.2826, 4.3028], [1.7070, 0.5477, 3.7346], [4.0746, 3.0546, 1.0781], [4.1179, 2.4475, 2.7430], [2.5283, 4.8836, 1.7718], [4.0180, 4.9438, 2.7263], [2.5376, 4.2780, 3.4348]],
  "lowdin_charge": [0.994, -0.043, -0.158, -0.075, -0.435, 0.050, -0.100, -0.115, -0.134, -0.380, -0.038, -0.115, -0.015, -0.030, 0.092, 0.075, 0.071, 0.084, 0.094, 0.068, 0.090, 0.145, 0.145, 0.129, 0.069, 0.099, 0.100, 0.101, 0.087, 0.095, -0.015, -0.661, -0.059, -0.019, -0.406, 1.037, -0.392, -0.672, -0.046, -0.030, -0.031, -0.408, -0.662, -0.033, -0.017, -0.045, 0.096, 0.080, 0.087, 0.089, 0.087, 0.066, 0.090, 0.077, 0.080, 0.063, 0.082, 0.088, 0.070, 0.093, 0.076, 0.071, 0.031, 0.097, 0.077, 0.072, 0.095, 0.058, 0.092, 0.063, 0.062, 0.085, 0.087, -0.403, -0.176, -0.418, -0.071, -0.254, -0.292, 0.216, -0.377, 0.975, -0.292, -0.302, -0.068, 0.082, 0.072, 0.058, 0.119, 0.102, 0.074, 0.117, 0.074, 0.079, 0.079]
}

=====

Record 2
{
  "formula": "C24H53NO6PSi",
  "method": "ωB97M-V/def2-TZVPD",
  "total_energy_ha": -2083.0597,
  "gap_ev": 4.70,
  "max_force_ev_per_a": 6.69,
  "charge": 1,
  "molar_mass_da": 510.749,
  "elements": ["C", "C", "C", "C", "C", "C", "C", "C", "C", "C", "O", "P", "O", "O", "O", "C", "C", "O", "Si", "C", "C", "C", "H", "H", "H", "H", "H", "H", "H", "H", "H", "H", "H", "H", "H", "H", "H", "H", "H", "H", "H", "H", "H", "H", "H", "H", "H", "H", "H", "H", "H", "H", "H", "H", "H", "H", "H", "C", "C", "C", "C", "C", "C", "N", "O", "C", "C", "C", "H", "H", "H", "H", "H", "H", "H", "H", "H", "H", "H", "H", "H", "H", "H", "H", "H", "H"],
  "xyz": [[-0.4141, -0.9746, 0.7201], [-0.9529, 0.2809, -0.1003], [-2.4296, -0.0430, -0.5591], [-2.4656, -1.1625, -1.6332], [-3.8558, -1.4369, -2.3035], [-5.1255, -1.0598, -1.4641], [-5.5531, -2.1907, -0.4439], [-4.4951, -2.4415, 0.6726], [-4.8837, -3.8094, 1.3944], [-4.1898, -4.9229, 0.5260], [-2.7855, -4.9100, 0.9004], [-1.8231, -5.6236, -0.1923], [-1.7493, -7.0727, 0.0684], [-2.3558, -5.3553, -1.7310], [-0.3678, -4.8788, -0.0854], [0.7272, -5.8057, -0.1513], [2.0671, -4.9627, 0.0682], [1.7081, -3.5666, 0.1656], [3.0794, -2.5690, 0.0373], [2.7235, -0.7680, 0.5945], [4.4905, -3.2504, 1.1439], [3.7922, -2.4651, -1.7265], [0.2379, -1.5917, 0.0683], [0.0807, -0.6304, 1.6502], [-1.2859, -1.6104, 0.9870], [-0.3060, 0.5112, -0.9803], [-0.9676, 1.1689, 0.5807], [-2.8443, 0.9131, -0.9658], [-2.9899, -0.2619, 0.3733], [-1.7720, -0.8322, -2.4505], [-1.9870, -2.0809, -1.2141], [-3.9125, -2.5453, -2.4639], [-3.9615, -0.9869, -3.3140], [-5.9736, -1.0079, -2.1952], [-5.0980, -0.0634, -0.9755], [-5.8515, -3.0921, -1.0183], [-6.4586, -1.7836, 0.0739], [-3.4629, -2.6061, 0.3032], [-4.5305, -1.6544, 1.4620], [-4.5354, -3.8360, 2.4485], [-5.9808, -3.9472, 1.2955], [-4.6294, -5.9270, 0.7226], [-4.3589, -4.6118, -0.5319], [-1.9370, -6.0462, -2.2735], [0.6514, -6.6118, 0.6119], [0.7993, -6.3020, -1.1483], [2.7285, -5.1553, -0.8084], [2.5357, -5.2529, 1.0326], [3.6846, -0.2612, 0.8290], [2.0694, -0.7929, 1.4955], [2.1766, -0.2589, -0.2373], [5.2760, -2.4647, 1.1577], [4.0873, -3.4644, 2.1627], [4.9310, -4.1718, 0.6992], [4.9016, -2.5859, -1.6694], [3.6161, -1.4468, -2.1435], [3.4035, -3.2404, -2.4222], [3.1343, 7.0010, -0.1700], [1.6907, 6.4188, -0.2021], [0.9746, 6.6218, 1.1571], [1.3540, 5.6252, 2.2529], [1.2979, 4.1877, 1.7424], [2.1459, 3.9865, 0.4720], [1.7614, 4.9735, -0.5933], [0.6967, 4.6447, -1.0538], [3.6394, 4.1174, 0.8445], [2.0178, 2.5331, -0.0120], [0.9525, 7.2910, -1.2353], [3.8415, 6.3625, -0.7021], [3.1917, 7.9670, -0.6688], [3.5015, 7.1472, 0.8457], [-0.1080, 6.5476, 1.0065], [1.1627, 7.6358, 1.5141], [2.3457, 5.8551, 2.6498], [0.6624, 5.7347, 3.0919], [1.6398, 3.5083, 2.5240], [0.2535, 3.9197, 1.5443], [4.2740, 4.0085, -0.0385], [3.9225, 3.3322, 1.5444], [3.8974, 5.0609, 1.3204], [0.9885, 2.2475, -0.2295], [2.3779, 1.8410, 0.7477], [2.6139, 2.3685, -0.9131], [1.3680, 7.1638, -2.2366], [1.0411, 8.3427, -0.9673], [-0.1169, 7.0753, -1.2777]],
  "lowdin_charge": [-0.098, -0.242, -0.236, -0.204, -0.185, -0.207, -0.202, -0.203, -0.148, -0.216, -0.178, 0.463, -0.250, -0.124, -0.199, -0.179, -0.198, -0.253, 0.476, -0.190, -0.180, -0.166, 0.051, 0.063, 0.073, 0.092, 0.088, 0.112, 0.092, 0.114, 0.096, 0.107, 0.105, 0.107, 0.101, 0.111, 0.116, 0.079, 0.116, 0.116, 0.112, 0.135, 0.105, 0.091, 0.124, 0.125, 0.116, 0.117, 0.042, 0.026, 0.024, 0.033, 0.044, 0.040, 0.039, 0.026, 0.035, -0.010, -0.426, -0.101, -0.153, -0.100, -0.432, 0.078, 0.235, -0.017, -0.024, -0.021, 0.091, 0.093, 0.089, 0.135, 0.144, 0.115, 0.133, 0.145, 0.138, 0.104, 0.106, 0.069, 0.063, 0.078, 0.110, 0.107, 0.106, 0.092]
}